## A
A 2-piece molecular cluster, C6H14 overall, computed with ωB97M-V with the def2-TZVPD basis set.

E_LUMO	0.042	hartree
orbital gap	10.59	eV
SMILES string	C=CC.CCC
net charge	0

```
20
Properties=species:S:1:pos:R:3:lowdin_charge:R:1
C 1.87 -0.35 0.24 -0.3136
C 1.51 -0.06 -1.21 -0.1389
C -2.82 -0.26 0.00 -0.2348
C -2.56 -0.43 1.30 -0.0124
C 2.20 0.92 1.06 -0.1138
C -1.78 -0.03 -1.04 -0.1235
H 2.99 0.67 1.79 0.0653
H 1.10 -0.87 0.82 0.0847
H 0.76 -0.81 -1.49 0.0528
H -3.86 -0.44 -0.31 0.0905
H -1.64 1.02 -1.34 0.0859
H -1.54 -0.61 1.63 0.0451
H 1.31 1.22 1.64 0.0673
H -0.81 -0.28 -0.64 0.0145
H -3.33 -0.40 2.06 0.0488
H 2.57 1.75 0.46 0.0643
H 2.32 -0.19 -1.90 0.0681
H -1.91 -0.62 -1.95 0.0824
H 0.94 0.87 -1.31 0.0698
H 2.68 -1.09 0.19 0.0974
```

***

## B
A 2-piece molecular cluster, C6H14 overall, computed with ωB97M-V with the def2-TZVPD basis set.

E_LUMO	0.043	hartree
orbital gap	9.96	eV
SMILES string	C/C=C(\C)CC.[H][H]
net charge	0

```
20
Properties=species:S:1:pos:R:3:lowdin_charge:R:1
C 0.71 -0.78 -1.13 -0.0593
C -0.40 2.03 -1.59 -0.1087
C 0.42 0.20 -0.02 -0.3517
C -0.07 1.42 -0.25 -0.1569
C 0.75 -0.23 1.40 -0.2271
C 0.20 -1.59 1.86 -0.1162
H -0.86 1.32 -2.29 0.0627
H 0.40 0.54 2.08 0.1031
H -2.29 -0.87 -0.10 0.0364
H 0.30 -0.47 -2.09 0.0657
H -0.27 2.04 0.62 0.0993
H 0.54 -2.40 1.21 0.0624
H -0.90 -1.59 1.87 0.0598
H -1.09 2.87 -1.47 0.0659
H 0.55 -1.80 2.87 0.0703
H 1.79 -0.93 -1.26 0.0886
H 1.85 -0.27 1.50 0.1126
H -2.55 -0.19 -0.23 0.0485
H 0.28 -1.76 -0.88 0.0664
H 0.50 2.43 -2.08 0.0781
```

***

B has the most favorable energy; the next structure is 0.082 eV above.

***

## A
A 3-piece molecular cluster, C6H16N2 overall, computed with ωB97M-V with the def2-TZVPD basis set.

E_LUMO (alpha / beta)	0.034 / 0.007	hartree
orbital gap (alpha / beta)	9.05 / 6.67	eV
net charge	0

```
24
Properties=species:S:1:pos:R:3:lowdin_charge:R:1
N -2.13 1.44 -0.13 -0.0258
N -0.31 0.15 0.64 -0.0704
C 2.08 -1.42 -0.55 -0.1267
C 1.93 0.05 -0.33 -0.2914
C -0.15 0.81 -0.48 -0.1898
C -3.34 0.70 -0.35 -0.2210
C -0.88 -1.17 0.57 -0.1507
C 2.59 0.66 0.86 -0.1248
H -0.39 0.40 -1.46 0.1020
H -2.19 2.02 0.70 0.0562
H 1.42 -1.79 -1.33 0.0706
H -3.25 0.09 -1.25 0.0658
H 3.11 -1.65 -0.85 0.0792
H -0.24 -1.87 1.12 0.0708
H 3.68 0.65 0.75 0.0771
H 2.05 0.63 -1.25 0.0958
H 2.35 0.11 1.77 0.0724
H -1.84 -1.16 1.09 0.0633
H 1.88 -1.99 0.37 0.0654
H -4.23 1.34 -0.49 0.0751
H -3.60 0.01 0.48 0.0644
H 2.29 1.70 1.01 0.0690
H -1.04 -1.54 -0.45 0.0819
H 0.21 1.83 -0.44 0.0914
```

***

## B
A 2-piece molecular cluster, C6H16N2 overall, computed with ωB97M-V with the def2-TZVPD basis set.

E_LUMO	0.030	hartree
orbital gap	6.65	eV
net charge	0

```
24
Properties=species:S:1:pos:R:3:lowdin_charge:R:1
N 0.68 -0.81 -1.62 -0.0522
N 0.65 -2.65 -0.15 0.0822
C -0.03 -1.64 -0.89 -0.4260
C -0.08 1.07 1.02 -0.3429
C 1.38 1.06 1.47 -0.1170
C -1.52 -1.63 -0.91 -0.0348
C -0.83 2.28 1.55 -0.1196
C 0.28 0.24 -2.38 -0.1032
H 1.90 0.18 1.10 0.0466
H -0.11 1.08 -0.07 0.0568
H 1.58 -2.36 0.12 0.0723
H -1.91 -2.20 -0.07 0.0735
H -1.92 -2.06 -1.83 0.0873
H -1.87 2.26 1.22 0.0648
H 0.12 -2.92 0.68 0.0787
H -1.88 -0.60 -0.84 0.0709
H 1.68 -0.90 -1.53 0.1534
H -0.82 2.29 2.64 0.0678
H -0.74 0.27 -2.72 0.0185
H -0.38 3.20 1.19 0.0708
H 1.45 1.06 2.56 0.0688
H 1.03 0.69 -3.00 0.0172
H -0.57 0.15 1.37 0.0939
H 1.89 1.94 1.10 0.0722
```

***

## C
C6H16N2 in the gas phase, computed with ωB97M-V with the def2-TZVPD basis set.

E_LUMO	0.041	hartree
orbital gap	9.10	eV
SMILES string	CCN(C)CCNC
net charge	0

```
24
Properties=species:S:1:pos:R:3:lowdin_charge:R:1
N -0.02 0.14 1.12 -0.2058
N -0.73 1.09 -2.46 -0.1663
C 0.25 0.16 -0.43 -0.1725
C 1.76 -0.35 2.84 -0.1164
C -0.86 0.09 -3.57 -0.1524
C -1.09 0.40 -1.17 -0.2572
C -0.72 -1.12 1.56 -0.0642
C 1.13 0.65 1.79 -0.3219
H -0.58 0.59 -4.43 0.0266
H 2.79 0.03 3.13 0.0696
H 1.08 -0.43 3.87 0.1184
H -0.01 -0.73 -3.42 0.1164
H -0.35 -2.00 1.28 0.0410
H -1.30 1.97 -2.55 0.1104
H 0.80 -0.84 -0.73 0.1345
H 1.82 -1.33 2.35 0.0524
H 0.90 1.61 2.37 0.1072
H -1.74 1.11 -0.56 0.1192
H 0.99 0.99 -0.75 0.1235
H 1.99 1.06 1.16 0.1104
H -1.72 -0.59 -1.45 0.1363
H -1.64 -0.93 1.15 0.0542
H -0.83 -1.23 2.57 0.0500
H -1.92 -0.32 -3.69 0.0865
```

***

B has the most favorable energy; the next structure is 1.129 eV above.

***

## A
A 2-piece molecular cluster, C6H16N2 overall, computed with ωB97M-V with the def2-TZVPD basis set.

E_LUMO	-0.105	hartree
orbital gap	4.59	eV
net charge	0

```
24
Properties=species:S:1:pos:R:3:lowdin_charge:R:1
N -0.63 2.32 -0.65 0.0383
N 0.80 -0.61 1.53 0.0942
C -0.32 0.23 1.08 -0.2607
C 0.73 -2.03 1.16 -0.3094
C 0.31 -2.28 -0.22 -0.2149
C -0.05 -0.27 -1.93 -0.1331
C 0.97 -1.21 -1.26 -0.2193
C 0.05 1.64 0.52 -0.3158
H 1.12 1.53 0.08 0.1137
H -0.82 -2.37 -0.21 0.1150
H 0.77 -3.36 -0.60 0.1519
H 1.68 -2.58 1.37 0.1179
H 1.60 -1.72 -1.98 0.0891
H -2.18 4.63 1.23 0.0237
H -0.49 0.36 -1.14 -0.0197
H 1.60 -0.72 -0.54 0.0677
H 0.07 -2.46 1.98 0.1457
H -0.79 -0.86 -2.50 0.0706
H -1.50 4.35 1.17 0.0024
H -1.01 -0.32 0.50 0.0723
H -1.61 2.25 -0.38 -0.0075
H 0.24 2.30 1.43 0.1100
H -0.87 0.57 2.01 0.1396
H 0.34 0.62 -2.66 0.1283
```

***

## B
C6H16N2 in the gas phase, computed with ωB97M-V with the def2-TZVPD basis set.

E_LUMO	0.041	hartree
orbital gap	9.43	eV
SMILES string	CC(C)CNCCN
net charge	0

```
24
Properties=species:S:1:pos:R:3:lowdin_charge:R:1
N -0.28 -0.08 1.18 -0.0717
N 3.40 0.89 0.95 -0.0151
C -1.39 -0.62 -0.99 -0.3960
C 2.19 0.13 0.59 -0.2821
C -1.27 -0.21 -2.48 -0.0616
C -2.83 -1.03 -0.61 -0.0761
C 1.04 0.37 1.57 -0.2583
C -0.86 0.47 -0.06 -0.2150
H 2.45 -0.93 0.59 0.1109
H -1.68 1.13 0.23 0.1152
H -0.93 0.81 -2.59 0.0668
H -2.91 -2.11 -0.46 0.0703
H -0.76 -1.50 -0.85 0.1183
H 3.16 1.70 1.50 0.0520
H 4.03 0.30 1.47 0.0560
H -3.13 -0.60 0.34 0.0703
H -0.29 -1.09 1.20 0.0989
H 1.86 0.46 -0.40 0.0903
H -3.58 -0.75 -1.36 0.0709
H -2.22 -0.36 -3.00 0.0659
H 1.02 1.46 1.75 0.1125
H -0.10 1.02 -0.60 0.0923
H -0.54 -0.83 -2.99 0.0698
H 1.33 -0.07 2.54 0.1154
```

***

## C
A 2-piece molecular cluster, C6H16N2 overall, computed with ωB97M-V with the def2-TZVPD basis set.

E_LUMO	0.036	hartree
orbital gap	9.04	eV
SMILES string	C/C=C/N.CN(C)C
net charge	0

```
24
Properties=species:S:1:pos:R:3:lowdin_charge:R:1
N 0.30 1.09 1.35 -0.3369
N -2.35 -1.05 -0.60 0.0316
C -0.57 -1.71 -2.13 -0.1979
C -0.33 0.60 2.55 -0.1336
C -1.37 -0.80 -1.58 -0.2523
C 1.25 0.13 0.81 -0.1216
C 0.92 2.39 1.56 -0.1214
C 0.39 -1.39 -3.23 -0.1256
H 1.60 2.39 2.43 0.0841
H 0.79 -0.85 0.76 0.0709
H 1.57 0.46 -0.18 0.0801
H 0.14 -1.94 -4.14 0.0659
H 0.38 0.39 3.37 0.0852
H -0.59 -2.74 -1.78 0.0965
H 1.50 2.65 0.69 0.0787
H -0.89 -0.31 2.33 0.0706
H 0.37 -0.33 -3.46 0.0658
H -2.08 -1.82 0.00 0.0729
H 0.16 3.14 1.73 0.0790
H -1.25 0.24 -1.87 0.1112
H -2.48 -0.24 -0.02 0.0656
H 2.16 0.03 1.44 0.0846
H 1.42 -1.67 -2.96 0.0634
H -1.05 1.34 2.92 0.0834
```

***

B has the most favorable energy; the next structure is 0.381 eV above.

***

## A
C6H16N2 in the gas phase, computed with ωB97M-V with the def2-TZVPD basis set.

E_LUMO	0.037	hartree
orbital gap	9.30	eV
SMILES string	CCCCNCCN
net charge	0

```
24
Properties=species:S:1:pos:R:3:lowdin_charge:R:1
N -1.34 -0.20 0.11 -0.0883
N -1.15 -1.51 -3.28 -0.0185
C -0.41 -0.93 -2.16 -0.2716
C -1.35 0.03 -1.33 -0.2138
C 0.02 0.66 1.95 -0.2268
C 0.01 -0.20 0.68 -0.2666
C 2.49 1.34 1.52 -0.1079
C 1.41 0.89 2.56 -0.2462
H -0.05 -1.64 -1.40 0.0938
H 3.00 2.25 1.88 0.0614
H 3.36 0.68 1.61 0.0669
H -0.69 0.21 2.67 0.1081
H 1.33 1.58 3.41 0.0958
H 2.09 1.68 0.57 0.0644
H 1.80 -0.04 2.99 0.0976
H 0.47 -0.36 -2.52 0.1050
H 0.76 0.18 0.02 0.0830
H -0.47 -1.81 -3.96 0.0563
H -1.77 -2.25 -2.98 0.0623
H -1.86 -0.97 0.50 0.1060
H -2.39 -0.05 -1.67 0.1040
H -1.02 1.07 -1.51 0.1055
H -0.56 1.57 1.78 0.1047
H 0.38 -1.20 0.99 0.1248
```

***

## B
C6H16N2 in the gas phase, computed with ωB97M-V with the def2-TZVPD basis set.

E_LUMO	0.035	hartree
orbital gap	9.08	eV
SMILES string	C[C@H](N)CC(C)(C)N
net charge	0

```
24
Properties=species:S:1:pos:R:3:lowdin_charge:R:1
N -0.44 -2.12 -0.46 0.0328
N 1.59 1.53 -1.91 -0.0067
C -2.27 -0.62 0.04 -0.0932
C -0.77 -0.86 0.17 -0.5397
C -0.10 0.46 -1.00 -0.1134
C 1.20 0.65 -0.40 -0.3151
C -0.38 -0.88 1.65 -0.0851
C 1.36 1.63 0.74 -0.0781
H 2.31 2.15 0.66 0.0754
H -0.79 1.30 -0.94 0.1006
H -2.84 -1.39 0.58 0.0754
H -2.55 0.35 0.47 0.0788
H 1.37 1.13 1.71 0.0613
H -1.11 -2.85 -0.24 0.0732
H 0.68 -1.11 1.80 0.0726
H -0.94 -1.66 2.18 0.0828
H 0.49 -2.45 -0.20 0.0686
H 1.85 -0.21 -0.38 0.1228
H -0.62 0.07 2.14 0.0759
H -0.15 -0.13 -1.91 0.0964
H 2.20 2.35 -1.82 0.0190
H 0.56 2.38 0.74 0.0884
H 1.95 0.92 -2.64 0.0270
H -2.60 -0.64 -1.00 0.0804
```

***

A has the most favorable energy; the next structure is 1.246 eV above.